# 1
Density functional theory data (wB97M-V/def2-TZVPD) for a molecular structure, C25H33CoO2 in a non-equilibrium geometry.

Energy above the lowest of the compared OMol25 structures with the same formula, charge and spin   0.030 eV
Charge   -1
DFT total energy   -2505.4798 a.u.
Spin multiplicity   4
Gap between HOMO and LUMO (alpha / beta)   5.63 / 6.17 eV
F_max   3.251 eV/Å

XYZ file:
```
61
C25H33CoO2 wB97M-V/def2-TZVPD
Co 0.62 0.24 1.58
O -0.48 1.54 -2.36
O -2.91 -0.60 -1.92
C -0.83 -1.87 -1.84
C -0.16 1.77 -4.57
C 3.45 0.44 1.62
C 0.12 1.14 3.43
C 2.07 -1.81 3.26
C 1.23 -1.71 2.16
C -0.01 0.04 4.36
C -2.23 -1.76 -2.48
C 1.00 -4.11 2.11
C -2.56 2.16 -3.69
C -1.87 0.02 3.03
C 1.63 1.81 1.11
C 2.30 -3.08 3.84
C 2.55 1.38 2.16
C 0.25 0.85 -3.44
C 0.73 -2.85 1.56
C -1.06 2.37 -3.44
C -1.05 1.10 2.54
C -0.77 3.84 -3.33
C -1.23 -0.62 4.11
C 3.13 0.23 0.26
C -2.28 -0.24 -0.69
C -0.90 -0.92 -0.63
C 1.77 -4.23 3.26
C 1.97 0.99 -0.06
H -1.60 -1.48 4.69
H -3.15 2.08 -2.75
H -2.94 3.04 -4.25
H 0.65 2.44 -4.89
H -0.03 -1.50 -2.49
H 0.58 -5.00 1.63
H -0.68 1.22 -5.37
H -1.37 1.95 1.95
H 1.04 2.72 1.09
H -0.77 -1.46 0.31
H -2.83 1.29 -4.31
H -0.93 4.34 -4.31
H -2.11 0.86 -0.71
H -2.88 -2.66 -2.29
H 1.94 -5.21 3.72
H 3.72 -0.37 -0.44
H 0.15 -2.83 0.64
H 1.59 1.22 -1.05
H -2.87 -0.22 2.70
H 2.89 -3.15 4.76
H 0.27 4.00 -3.07
H 0.72 2.02 3.63
H 2.56 -0.95 3.70
H -2.91 -0.47 0.18
H -0.13 -0.16 -3.66
H -0.13 -0.15 -0.77
H 4.28 -0.01 2.16
H 2.63 1.84 3.15
H -1.42 4.34 -2.60
H -0.61 -2.91 -1.58
H -2.16 -1.61 -3.58
H 1.34 0.85 -3.28
H 0.70 -0.20 5.14
```

---

# 2
Density functional theory data (wB97M-V/def2-TZVPD) for 2 unconnected molecules or ions with the total composition C14H17N3O4 in a non-equilibrium geometry.

Energy above the lowest of the compared OMol25 structures with the same formula, charge and spin   8.824 eV
Charge   0
DFT total energy   -1008.6768 a.u.
Spin multiplicity   1
Gap between HOMO and LUMO   8.11 eV
F_max   9.097 eV/Å

XYZ file:
```
38
C14H17N3O4 wB97M-V/def2-TZVPD
O 1.02 -0.71 1.84
O 4.19 -1.61 -0.59
O 1.32 2.02 1.48
O 2.11 -2.38 0.86
N 1.46 0.88 -0.69
N -2.44 -0.64 1.83
N -0.01 3.70 -1.26
C -0.18 2.82 -0.08
C 3.59 -0.31 -0.66
C -2.12 -2.87 -1.14
C -1.65 2.30 -0.40
C 1.01 1.82 0.30
C -2.20 0.75 1.65
C -2.07 -0.03 -0.38
C 1.67 -1.23 0.83
C -2.00 -1.90 -2.12
C -1.83 -0.44 -1.66
C -2.35 -1.13 0.54
C -1.96 1.16 0.27
C -2.36 -2.42 0.15
C 2.07 -0.34 -0.52
H 1.44 3.45 -1.22
H -0.01 3.07 -2.08
H -1.68 1.93 -1.52
H -1.29 0.08 -2.44
H -1.95 -1.25 2.68
H 3.97 0.52 0.07
H 3.81 -2.32 -0.10
H -0.31 3.52 0.86
H -1.61 -1.90 -3.23
H 0.87 0.26 1.72
H -2.36 -3.87 -1.26
H 0.88 0.90 -1.61
H -2.13 1.46 2.45
H -2.53 -3.21 0.97
H -2.29 3.13 -0.56
H 1.62 -1.02 -1.41
H 3.68 0.01 -1.81
```